{
  "formula": "C41H48AsBiN3O5PS5",
  "method": "wB97M-V/def2-TZVPD",
  "homo_lumo_gap_ev": 7.4,
  "total_charge": 2,
  "relative_energy_ev": 1.0211,
  "elements": ["Bi", "C", "C", "S", "C", "C", "S", "C", "C", "S", "H", "H", "H", "H", "H", "H", "H", "H", "H", "H", "H", "H", "C", "C", "C", "C", "C", "C", "P", "C", "C", "C", "C", "C", "C", "C", "C", "C", "C", "C", "C", "H", "H", "H", "H", "H", "H", "H", "H", "H", "H", "H", "H", "H", "H", "H", "C", "As", "C", "C", "S", "H", "H", "H", "H", "H", "H", "H", "H", "H", "C", "C", "C", "C", "N", "C", "S", "N", "C", "H", "H", "H", "H", "H", "H", "H", "H", "O", "C", "O", "C", "O", "C", "C", "C", "C", "C", "C", "N", "O", "O", "H", "H", "H", "H"],
  "xyz": [[0.20, 0.88, -0.58], [-0.05, 3.87, -3.06], [-1.09, 3.16, -3.91], [-1.79, 1.67, -3.13], [-1.70, 0.49, -4.50], [-0.31, 0.14, -5.01], [0.90, -0.26, -3.71], [2.30, 0.79, -4.20], [2.07, 2.30, -4.25], [1.52, 3.01, -2.68], [-0.47, 4.10, -2.08], [0.21, 4.82, -3.53], [-0.70, 2.88, -4.88], [-1.91, 3.86, -4.08], [-2.30, 0.88, -5.32], [-2.20, -0.41, -4.13], [0.10, 0.96, -5.61], [-0.39, -0.73, -5.66], [2.66, 0.46, -5.17], [3.08, 0.55, -3.47], [1.35, 2.57, -5.02], [3.01, 2.78, -4.51], [1.79, 6.30, 1.87], [1.16, 5.70, 0.79], [0.92, 4.33, 0.81], [1.30, 3.56, 1.90], [1.95, 4.17, 2.98], [2.19, 5.54, 2.96], [1.10, 1.77, 1.92], [0.06, 1.32, 3.32], [-0.60, 2.30, 4.07], [-1.38, 1.93, 5.15], [-1.53, 0.59, 5.48], [-0.90, -0.39, 4.72], [-0.11, -0.03, 3.64], [2.78, 1.18, 2.21], [3.72, 1.48, 1.22], [5.03, 1.06, 1.36], [5.41, 0.34, 2.48], [4.48, 0.05, 3.47], [3.17, 0.46, 3.34], [1.98, 7.37, 1.86], [0.86, 6.29, -0.06], [0.42, 3.88, -0.04], [2.28, 3.58, 3.82], [2.69, 6.00, 3.80], [-0.49, 3.34, 3.81], [-1.87, 2.69, 5.74], [-2.13, 0.31, 6.34], [-1.02, -1.43, 4.98], [0.38, -0.80, 3.05], [3.43, 2.06, 0.35], [5.75, 1.29, 0.59], [6.44, 0.02, 2.59], [4.79, -0.50, 4.35], [2.45, 0.23, 4.12], [-3.65, 0.39, 2.47], [-3.79, 1.68, 1.06], [-4.83, 0.85, -0.33], [-4.85, 3.14, 1.71], [-1.91, 2.49, 0.51], [-4.63, -0.06, 2.64], [-3.30, 0.90, 3.37], [-2.92, -0.37, 2.19], [-5.87, 0.90, -0.03], [-4.53, -0.19, -0.43], [-4.68, 1.38, -1.27], [-5.77, 2.76, 2.14], [-5.07, 3.81, 0.87], [-4.27, 3.68, 2.46], [1.15, -6.10, -0.95], [2.24, -5.21, -0.48], [3.28, -5.58, 0.34], [4.23, -4.63, 0.72], [4.17, -3.37, 0.26], [3.19, -3.04, -0.54], [2.98, -1.42, -1.15], [2.23, -3.93, -0.89], [5.33, -4.95, 1.66], [1.16, -7.05, -0.42], [1.27, -6.30, -2.01], [0.18, -5.62, -0.80], [3.34, -6.60, 0.70], [1.43, -3.56, -1.41], [5.57, -6.01, 1.66], [5.00, -4.68, 2.67], [6.21, -4.35, 1.43], [1.60, -1.52, 1.20], [1.63, -0.93, 0.19], [-0.11, -2.41, -1.11], [-1.20, -1.86, -0.97], [-1.39, -0.68, -0.46], [-2.45, -2.56, -1.41], [-2.56, -3.94, -1.27], [-3.69, -4.60, -1.71], [-4.69, -3.86, -2.32], [-4.60, -2.49, -2.49], [-3.47, -1.84, -2.02], [-5.90, -4.56, -2.80], [-5.91, -5.76, -2.71], [-6.78, -3.87, -3.25], [-1.76, -4.48, -0.79], [-3.81, -5.67, -1.60], [-5.41, -1.96, -2.99], [-3.37, -0.77, -2.14]],
  "mulliken_charge": [0.64, -0.63, -1.29, 0.36, -0.63, -1.25, 0.44, -0.83, -1.02, 0.25, 0.19, 0.63, 0.48, 0.60, 0.61, 0.07, 0.48, 0.62, 0.57, 0.28, 0.47, 0.58, -0.69, -0.73, 0.96, 0.38, -0.26, -0.81, 0.60, 0.74, -0.80, -0.79, -0.74, -0.77, -0.48, 0.63, -0.64, -0.67, -0.60, -0.77, -0.19, 0.42, 0.48, -0.73, 0.49, 0.44, 0.44, 0.45, 0.42, 0.47, 0.56, 0.41, 0.48, 0.45, 0.49, 0.46, -0.91, 0.61, -0.87, -1.15, -0.31, 0.55, 0.22, 0.24, 0.49, 0.07, 0.37, 0.44, 0.39, 0.35, -1.00, 1.03, -0.94, 0.83, -0.34, -0.10, -0.33, 0.27, -1.28, 0.42, 0.35, 0.04, 0.44, 0.18, 0.41, 0.29, 0.37, -0.42, 0.43, -0.51, 0.28, -0.50, -0.15, -0.54, -0.61, -0.29, -0.87, -0.18, 1.01, -0.59, -0.59, 0.40, 0.55, 0.54, 1.14]
}